[1]
C22H16CoF5N3O6S2 | ωB97M-V/def2-TZVPD

The expectation value of S² is 0.759. For the molar mass, the calculation gives 636.4 g mol⁻¹. The energy above the lowest of the compared OMol25 structures with the same formula, charge and spin comes out at 0.608 eV. For the energy, the calculation gives -112717.7272 eV. For the LUMO energy (spin up / spin down), the calculation gives 4.04 / 4.03 eV.

The geometry in ORCA input format:
```
! wB97M-V def2-TZVPD RIJCOSX def2/J DEFGRID3
* xyz -2 2
Co 0.18 0.31 0.01
S -0.45 -0.59 -4.28
S 0.97 0.55 3.12
F -3.59 2.37 -0.07
F -3.17 0.53 0.97
F -1.13 2.64 -0.93
F -2.98 0.63 -1.18
F -1.26 2.46 1.25
O 0.19 1.09 4.22
O 2.12 1.88 -0.28
O -1.11 -1.44 0.02
O -2.21 -2.76 1.47
O 2.04 1.37 2.60
O 2.87 -2.60 -0.44
N 0.15 -0.04 1.95
N 0.01 0.33 -1.98
N 2.10 -0.40 -0.28
C 3.03 -1.39 -0.37
C 2.30 -1.88 3.09
C -0.52 -0.68 -2.57
C 3.24 -2.97 5.03
C 6.77 -0.41 -0.32
C 2.72 0.82 -0.27
C 5.28 1.50 -0.24
C -2.75 1.29 -0.04
C 4.42 -0.74 -0.36
C 3.01 -2.92 3.65
C 2.01 -0.90 5.26
C 6.57 0.96 -0.26
C 3.99 -4.12 5.64
C -0.86 -1.04 2.37
C 5.68 -1.29 -0.37
C -1.45 -1.82 1.19
C -1.28 1.69 0.11
C 4.23 0.62 -0.30
C 0.51 1.26 -2.87
C 0.36 0.92 -4.17
C 2.72 -1.95 5.82
C 1.81 -0.85 3.88
H 5.81 -2.36 -0.42
H 3.37 -3.72 3.02
H 4.22 -3.93 6.69
H 2.08 -1.86 2.02
H 0.97 2.15 -2.48
H 7.43 1.62 -0.21
H 3.41 -5.05 5.59
H 2.88 -1.98 6.89
H 5.11 2.57 -0.18
H 4.93 -4.30 5.11
H 1.59 -0.10 5.86
H -1.69 -0.58 2.91
H -0.43 -1.79 3.04
H 0.65 1.47 -5.05
H -0.97 -1.50 -2.02
H 7.78 -0.80 -0.32
*
```

Calculated atomic charges, method natural (NBO), unit e: number 1, Co, carries 1.02; number 2, S, carries 0.38; number 3, S, carries 2.36; number 4, F, carries -0.36; number 5, F, carries -0.32; number 6, F, carries -0.41; number 7, F, carries -0.34; number 8, F, carries -0.37; number 9, O, carries -1.01; number 10, O, carries -0.61; number 11, O, carries -0.84; number 12, O, carries -0.75; number 13, O, carries -0.99; number 14, O, carries -0.63; number 15, N, carries -1.02; number 16, N, carries -0.45; number 17, N, carries -0.71; number 18, C, carries 0.65; number 19, C, carries -0.13; number 20, C, carries -0.10; number 21, C, carries -0.03; number 22, C, carries -0.23; number 23, C, carries 0.65; number 24, C, carries -0.21; number 25, C, carries 0.90; number 26, C, carries -0.12; number 27, C, carries -0.23; number 28, C, carries -0.19; number 29, C, carries -0.23; number 30, C, carries -0.62; number 31, C, carries -0.36; number 32, C, carries -0.19; number 33, C, carries 0.79; number 34, C, carries 0.32; number 35, C, carries -0.04; number 36, C, carries -0.01; number 37, C, carries -0.48; number 38, C, carries -0.24; number 39, C, carries -0.33; number 40, H, carries 0.22; number 41, H, carries 0.20; number 42, H, carries 0.20; number 43, H, carries 0.24; number 44, H, carries 0.25; number 45, H, carries 0.19; number 46, H, carries 0.21; number 47, H, carries 0.19; number 48, H, carries 0.22; number 49, H, carries 0.21; number 50, H, carries 0.23; number 51, H, carries 0.21; number 52, H, carries 0.19; number 53, H, carries 0.23; number 54, H, carries 0.30; number 55, H, carries 0.19

[2]
C5H10O | ωB97M-V/def2-TZVPD

For the molar mass, the calculation gives 86.1 g mol⁻¹. The SMILES is C=C(CC)CO. The energy above the lowest of the compared OMol25 structures with the same formula, charge and spin comes out at 1.106 eV. For the energy, the calculation gives -7393.6594 eV. For the LUMO energy, the calculation gives 0.98 eV.

The geometry in ORCA input format:
```
! wB97M-V def2-TZVPD RIJCOSX def2/J DEFGRID3
* xyz 0 1
O -2.15 0.05 1.40
C -1.13 0.71 0.66
C -1.24 -1.21 -0.81
C 1.99 0.52 0.22
C -0.46 -0.25 -0.31
C 0.97 -0.06 -0.77
H 1.34 -1.03 -1.14
H -1.64 1.51 0.11
H -2.31 -1.18 -0.61
H -1.78 -0.82 1.62
H 1.68 1.50 0.59
H 0.95 0.60 -1.65
H 2.95 0.65 -0.27
H -0.89 -2.02 -1.45
H 2.14 -0.14 1.08
H -0.41 1.18 1.34
*
```

Calculated atomic charges, method natural (NBO), unit e: number 1, O, carries -0.71; number 2, C, carries -0.11; number 3, C, carries -0.41; number 4, C, carries -0.61; number 5, C, carries -0.01; number 6, C, carries -0.44; number 7, H, carries 0.21; number 8, H, carries 0.19; number 9, H, carries 0.21; number 10, H, carries 0.47; number 11, H, carries 0.20; number 12, H, carries 0.21; number 13, H, carries 0.21; number 14, H, carries 0.20; number 15, H, carries 0.21; number 16, H, carries 0.17

[3]
C6H10 | ωB97M-V/def2-TZVPD

For the molar mass, the calculation gives 82.1 g mol⁻¹. The SMILES is C#CCC(C)C. The energy above the lowest of the compared OMol25 structures with the same formula, charge and spin comes out at 1.588 eV. For the energy, the calculation gives -6382.2715 eV. For the LUMO energy, the calculation gives 1.09 eV.

The geometry in ORCA input format:
```
! wB97M-V def2-TZVPD RIJCOSX def2/J DEFGRID3
* xyz 0 1
C 0.20 0.99 1.08
C 2.51 0.56 -0.14
C -0.79 0.11 0.24
C -0.71 -1.38 0.64
C 1.53 0.82 0.52
C -0.61 0.16 -1.29
H -1.80 0.48 0.45
H -0.58 1.18 -1.71
H 0.18 0.70 2.14
H 3.37 0.34 -0.71
H 0.30 -0.36 -1.61
H -1.46 -0.36 -1.73
H -1.67 -1.89 0.46
H 0.05 -1.91 0.05
H -0.46 -1.51 1.70
H -0.07 2.06 1.07
*
```

Calculated atomic charges, method natural (NBO), unit e: number 1, C, carries -0.49; number 2, C, carries -0.28; number 3, C, carries -0.20; number 4, C, carries -0.61; number 5, C, carries 0.02; number 6, C, carries -0.61; number 7, H, carries 0.20; number 8, H, carries 0.21; number 9, H, carries 0.23; number 10, H, carries 0.24; number 11, H, carries 0.21; number 12, H, carries 0.21; number 13, H, carries 0.21; number 14, H, carries 0.21; number 15, H, carries 0.21; number 16, H, carries 0.23